Below is a molecular structure, C12H34InN2O8P, with properties calculated with ωB97M-V with the def2-TZVPD basis set.

XYZ file:
```
58
Properties=species:S:1:pos:R:3:lowdin_charge:R:1
In 0.593 -0.893 0.865 1.22
P 3.379 -1.384 2.358 0.03
O 4.763 -1.667 3.119 -0.24
O 3.174 -2.211 1.069 -0.28
O 3.064 -0.007 1.825 -0.31
O 2.043 -1.694 3.107 -0.31
C -3.017 2.898 0.185 -0.09
C -2.326 1.556 0.042 -0.35
C -1.621 1.370 -1.410 -0.16
O -0.546 0.408 -1.457 -0.30
C 0.049 0.510 -2.741 -0.10
N -1.253 1.579 1.081 0.04
H -3.800 2.942 -0.572 0.08
H -2.490 3.830 -0.018 0.08
H -3.495 3.000 1.160 0.08
H -3.085 0.784 0.171 0.11
H -1.055 2.274 -1.635 0.10
H -2.330 1.278 -2.232 0.12
H 1.130 0.477 -2.609 0.08
H -0.249 1.388 -3.314 0.09
H -0.188 -0.379 -3.325 0.09
H -0.772 2.447 0.891 0.08
H -1.587 1.494 2.030 0.08
C -3.326 -3.058 3.385 -0.07
C -2.346 -2.734 2.235 -0.40
C -3.141 -2.483 0.937 -0.20
O -2.348 -1.963 -0.125 -0.23
C -3.157 -1.620 -1.259 -0.09
N -1.537 -1.639 2.836 0.01
H -2.736 -3.209 4.289 0.08
H -3.849 -4.007 3.269 0.08
H -4.070 -2.288 3.593 0.08
H -1.623 -3.544 2.135 0.14
H -3.907 -1.754 1.201 0.12
H -3.766 -3.341 0.688 0.13
H -3.485 -2.569 -1.682 0.10
H -2.461 -1.232 -2.003 0.08
H -3.885 -0.815 -1.152 0.09
H -1.182 -2.159 3.626 0.07
H -2.294 -1.058 3.166 0.07
C 2.037 3.115 -1.858 -0.06
C 2.473 2.948 -0.374 -0.24
O 1.854 1.839 0.287 -0.17
H 2.439 2.409 -2.584 0.06
H 2.235 4.139 -2.176 0.07
H 0.956 3.129 -1.995 0.05
H 2.362 3.731 0.376 0.12
H 3.488 2.552 -0.414 0.10
H 2.516 1.315 0.743 0.00
C 4.696 -1.183 -2.347 -0.07
C 4.140 0.001 -1.592 -0.32
O 3.012 -0.489 -0.980 -0.17
H 5.547 -0.801 -2.911 0.07
H 4.101 -1.753 -3.061 0.08
H 5.091 -1.923 -1.650 0.08
H 3.721 0.798 -2.207 0.09
H 4.769 0.494 -0.851 0.13
H 3.294 -0.848 -0.135 -0.01
```

## Properties
- energy (eV) = -46812.05816
- molar mass (g/mol) = 480.2


Below is 3 unconnected molecules or ions with the total composition C12H34NO11P4, with properties calculated with ωB97M-V with the def2-TZVPD basis set.

XYZ file:
```
62
Properties=species:S:1:pos:R:3:lowdin_charge:R:1
N 3.436 8.101 -0.319 -0.52
P 4.531 7.945 -1.761 0.44
P 5.033 5.835 -2.014 0.44
O 6.294 5.552 -2.925 -0.49
O 3.619 5.036 -2.733 -0.34
O 5.374 5.217 -0.387 -0.30
H 2.645 7.414 -0.432 -0.16
H 3.785 8.347 -2.927 -0.16
H 2.894 5.721 -2.889 0.04
H 4.788 4.393 -0.343 0.06
O -0.513 5.046 0.187 -0.23
P -0.354 3.527 -0.067 0.77
O -1.032 3.567 -1.578 -0.24
C -0.196 3.982 -2.644 -0.30
C 0.913 2.980 -2.906 -0.10
O -1.742 3.197 0.797 -0.29
C -2.240 4.102 1.780 -0.29
C -3.260 5.049 1.167 -0.08
O -0.176 1.829 -0.350 -0.24
C -0.826 0.864 0.468 -0.29
C -2.252 0.578 0.002 -0.07
H 0.218 4.972 -2.428 0.11
H -0.827 4.073 -3.535 0.12
H 1.598 2.924 -2.056 0.06
H 1.493 3.268 -3.790 0.08
H 0.504 1.978 -3.062 0.08
H -1.423 4.641 2.274 0.11
H -2.727 3.508 2.558 0.11
H -2.894 5.533 0.259 0.07
H -3.545 5.827 1.882 0.08
H -4.158 4.493 0.878 0.07
H -0.792 1.171 1.520 0.11
H -0.247 -0.064 0.399 0.11
H -2.829 1.474 -0.221 0.07
H -2.791 0.000 0.758 0.08
H -2.235 -0.001 -0.930 0.07
O -0.891 -3.314 1.150 -0.25
P -1.164 -4.830 1.311 0.77
O 0.225 -5.131 2.163 -0.23
C 0.204 -4.830 3.548 -0.31
C -0.743 -5.744 4.303 -0.09
O -0.566 -5.140 -0.215 -0.29
C -0.531 -4.130 -1.220 -0.29
C 0.813 -3.417 -1.216 -0.07
O -1.469 -6.523 1.491 -0.24
C -1.567 -7.388 0.366 -0.29
C -0.202 -7.898 -0.091 -0.07
H -0.068 -3.780 3.695 0.11
H 1.224 -4.965 3.924 0.12
H -1.778 -5.576 3.993 0.06
H -0.678 -5.561 5.382 0.08
H -0.510 -6.794 4.108 0.08
H -1.368 -3.430 -1.110 0.10
H -0.671 -4.621 -2.187 0.12
H 1.102 -3.069 -0.221 0.07
H 0.798 -2.557 -1.892 0.08
H 1.601 -4.105 -1.541 0.08
H -2.114 -6.896 -0.447 0.11
H -2.173 -8.249 0.668 0.11
H 0.558 -7.119 -0.157 0.07
H -0.283 -8.383 -1.068 0.08
H 0.188 -8.629 0.628 0.08
```

## Properties
- energy (eV) = -74161.01790
- molar mass (g/mol) = 492.3
- net charge = -1